1.
Density functional theory data (ωB97M-V/def2-TZVPD) for a cluster of 3 separate species, C30H36F2N4O5Si in total in a non-equilibrium geometry.

Geometry as ORCA input:
```
! RIJCOSX wB97M-V def2-TZVPD def2/J DEFGRID3
* xyz 0 1
C -1.44247 2.01613 -1.34859
C 1.54426 6.49718 -1.90674
C -4.22593 -2.26934 1.67869
H -0.87547 6.12019 0.35340
H 0.51879 6.54533 -2.48314
H 1.28523 -1.39035 0.82913
H 0.84535 0.77478 -1.47871
H 2.25431 5.69060 2.69854
O -1.24478 -1.89665 2.07499
H 0.02099 5.36574 1.83430
O -8.89362 -3.39625 0.46487
N 0.49133 -1.49580 -1.61879
H 4.56114 4.60941 -1.54358
H -2.13926 0.85504 1.16057
C -6.29496 -2.52053 0.45103
C 0.26979 -4.15349 -0.09077
F -2.91714 2.30249 -1.19087
C -6.87157 -3.13114 1.57328
H 3.40003 -0.76125 -1.20368
H -4.51416 -1.60743 -0.35262
H 0.85235 0.53137 1.14408
C 1.35212 -2.46456 -3.85386
C -4.79948 -2.88721 2.79129
O -8.75676 -4.06967 2.54844
H 7.02064 4.70672 2.64840
H -1.89900 -0.19285 -1.55572
H -6.55935 -3.79776 3.62099
C 1.55125 -1.52957 -2.49053
C 0.84706 3.53756 -1.03183
C 0.31141 -0.13727 -0.97783
N 1.98198 -7.35200 -1.07345
H 0.96632 -4.98685 -1.94414
C 0.86812 -5.14408 -0.87205
H 0.90457 -1.82548 -4.73456
C 0.17372 6.04846 0.86924
F -1.19043 2.12437 -2.83116
H -6.86037 -2.37219 -0.46639
H 1.86557 7.54789 -1.46310
O 2.11767 -7.13406 -2.28593
N -1.85489 0.07188 0.53094
C 0.56634 -0.47219 0.61352
C -0.92036 -0.92148 1.22210
H 2.85890 0.35016 -2.62651
H 4.70575 5.44067 4.09010
H 0.48626 -5.64040 2.96630
H 2.44162 -2.83663 -4.15486
C 0.13799 -4.33404 1.28714
O 2.36170 -8.38322 -0.49889
N -8.27313 -3.56449 1.52524
C 3.00179 -0.78982 -2.30588
C -1.23792 0.46634 -0.81312
C 6.00622 4.61776 0.45055
H 2.43021 6.08259 -2.59071
C -0.65129 3.14883 -0.46573
C 0.59389 -5.50638 1.89205
C 4.58023 4.76819 -0.37767
H 1.63236 2.71130 -0.75607
C 3.21149 5.13765 0.47597
H 0.50820 7.13693 1.18945
H 1.54146 -7.41300 1.60728
H 7.02695 4.34618 -0.06391
C 4.64682 5.25732 2.91580
C 3.22656 5.40673 2.10388
H -3.19384 -1.92572 1.72246
H 0.71494 -3.41154 -3.57424
C 1.19130 -6.50521 1.12080
H -0.32207 -3.55565 1.89348
H -4.21325 -3.02723 3.69681
C -4.96863 -2.08848 0.51086
H -1.29770 4.14884 -0.55012
Si 1.45350 5.29053 -0.38633
C 5.99879 4.85038 2.07721
H 3.76548 -1.25003 -3.08168
H 0.84034 3.61588 -2.21324
C -6.12590 -3.32091 2.74436
H -0.63055 2.89578 0.69576
H -0.09068 -3.23830 -0.55526
C 1.33186 -6.31672 -0.26104
*
```

Calculated values
SMILES = CC(C)=N[C@@H]1CC(=O)N[C@H]1C(F)(F)CC[Si](C)(C)c1ccccc1.O=[N+]([O-])c1ccccc1.O=[N+]([O-])c1ccccc1
LUMO = -0.450 eV
strongest force on any atom = 8.7 eV/A
electronic energy = -61185.13309 eV
Kohn-Sham gap = 8.63 eV
M = 598.723 g mol⁻¹

=====

2.
Density functional theory data (ωB97M-V/def2-TZVPD) for a cluster of 5 separate species, C30H36F32IO7P in total in a non-equilibrium geometry.

Geometry as ORCA input:
```
! RIJCOSX wB97M-V def2-TZVPD def2/J DEFGRID3
* xyz 0 1
C 2.70742 1.29046 2.12077
F -1.88491 -0.69831 -4.31338
C 3.65579 4.56901 -0.04090
F -0.77188 -5.15424 -9.04970
H -1.02768 4.66865 0.22778
F 0.67063 -1.40016 4.72338
F 1.12610 2.61556 7.38228
H 0.30346 -3.68859 4.51879
H -0.63105 5.39824 7.58409
H -1.37925 2.05798 -6.05084
C -0.75894 3.51330 0.14161
O 1.89607 3.87184 -1.74883
C -3.53503 -3.36588 2.46610
F -3.16779 -2.06506 2.33628
C -1.75547 -7.02736 -7.89667
C 2.94679 5.01648 9.18126
C 1.10126 -0.19486 -1.03973
F -0.58356 -1.53060 2.95211
F -4.88460 -3.37186 2.63238
H 3.40661 0.38661 1.77867
C 2.67715 3.41557 -0.73174
O 2.65145 1.99408 -0.35454
C -1.60372 -0.90344 5.01244
F -3.11827 -1.60797 -6.54821
C -2.82837 -4.03453 3.65134
H -1.18842 -0.65507 -1.30858
C -0.71387 -3.27819 4.53589
C -0.57714 -1.76832 4.29031
H -2.52299 -7.28038 -7.15801
F -0.29389 0.68639 -3.78549
F -0.58460 -7.58221 -7.49038
H -1.73744 2.89678 0.43660
F 2.64522 3.70270 9.34533
H -0.09433 4.77412 6.05964
H 4.57366 3.99298 0.40022
C 0.00042 -4.17235 -6.88851
H 5.59635 2.93061 2.57561
F -0.80827 -0.82440 -6.95498
H 1.08421 0.60676 -1.92381
F 1.22376 -6.31815 -8.60729
F -2.23364 0.88415 -7.71798
H -3.30018 -3.87808 1.52737
O 3.50708 2.49854 2.48607
H -1.57295 3.52964 9.09473
F -1.40052 0.41194 4.73911
C -1.63017 -5.50832 -8.06409
F -2.86989 -1.18091 4.62648
H -0.14731 -2.17641 -0.70863
H -0.03879 1.39276 3.03631
H 5.05894 1.75333 1.19738
H 3.85249 5.08092 8.56948
F 0.57094 -1.38585 -5.37655
F 0.87724 -6.06733 -5.78414
C -0.04912 3.27380 7.56366
C 4.91705 2.00325 2.35075
F -3.18070 -3.50220 4.84546
H 0.02896 -1.55346 -2.53271
F -2.83691 -4.98447 -8.41435
C -0.13202 -0.34154 -5.88789
F 2.15072 7.08000 8.33330
P 0.70753 3.20577 1.36578
O 1.44121 5.27537 7.24550
H -0.06746 -3.43678 -6.07733
F 0.24124 3.59327 9.91492
C -3.94390 -0.71702 -7.15518
F -4.05042 -1.11030 -8.45249
C -1.06150 0.24935 -4.83420
F 0.68048 5.82409 9.31203
I 2.93186 -1.44100 -1.07424
O -1.25861 -4.84849 -6.85426
H -1.36670 2.72541 2.91681
F 3.06477 -6.27322 -7.45943
C 1.23634 -5.03411 -6.59089
H 0.11849 -3.56679 -7.79491
F -2.07893 -7.62589 -9.07403
H -2.01692 2.10607 -4.44067
C 0.12089 4.73870 7.13486
C -0.16197 -1.22976 -1.40190
C -0.58402 3.07505 8.97708
H 5.10779 1.07541 3.04638
C -1.90226 1.44407 -5.30801
H 3.05468 5.20451 0.75707
H -0.31364 0.78934 0.55250
C 0.82269 0.45243 0.44315
H 1.03286 -0.41638 1.22863
H -1.08273 -3.50873 5.54237
H 2.35572 -4.68932 -8.42387
C 1.79739 1.73784 0.81501
C 1.98881 -5.52664 -7.82157
O -1.40660 -4.01743 3.52734
F -0.70459 1.75223 9.26310
C -3.40086 0.71334 -7.05325
H 0.59046 0.40121 -6.24120
F 2.09395 -4.26643 -5.84577
F -4.28362 1.58053 -7.62072
F 3.22863 5.50586 10.41824
H 0.26141 3.04285 3.95634
F -3.17763 -5.34896 3.71131
F -0.93285 2.69682 6.68837
O -3.24404 1.14928 -5.70325
H 4.07284 5.27217 -0.91007
H -4.93042 -0.79822 -6.68730
C -0.18917 2.56557 2.97230
H 2.08283 0.89262 3.02734
H -0.51206 3.23644 -0.96824
C 1.78762 5.78332 8.53356
H -1.53560 -1.02936 6.09779
*
```

Calculated values
SMILES = COC[C@](C[C@H](C)I)(OC(C)=O)P(C)C.FC(F)C(F)(F)COC(F)(F)C(F)F.FC(F)C(F)(F)COC(F)(F)C(F)F.FC(F)C(F)(F)COC(F)(F)C(F)F.FC(F)C(F)(F)COC(F)(F)C(F)F
LUMO = 0.350 eV
strongest force on any atom = 8.7 eV/A
electronic energy = -150367.77066 eV
Kohn-Sham gap = 8.50 eV
M = 1274.425 g mol⁻¹